[1]
DFT (ωB97M-V/def2-TZVPD) results for C34H37CuNO2P2S2 as an isolated structure.

Each line ends with the Mulliken charge.
Geometry (Å):
Cu (-0.113, 2.051, -0.807)  -1.014
S (-2.308, -0.267, 0.274)  -0.803
P (-0.500, -0.842, -0.417)  1.767
C (0.803, 0.199, -0.630)  -0.011
P (1.995, 0.449, 0.552)  1.252
S (2.610, 2.304, 1.000)  -0.626
C (1.777, -0.425, 2.173)  -0.005
C (2.366, -1.640, 2.518)  -0.199
C (2.143, -2.207, 3.775)  -0.682
C (1.321, -1.573, 4.697)  -0.459
C (0.703, -0.374, 4.350)  -0.484
C (0.930, 0.190, 3.100)  -0.204
C (3.556, -0.379, -0.068)  -0.278
C (3.548, -1.029, -1.293)  -0.143
C (4.721, -1.568, -1.832)  -0.704
C (5.915, -1.467, -1.138)  -0.381
C (5.935, -0.823, 0.100)  -0.699
C (4.768, -0.279, 0.623)  -0.071
C (-0.141, -2.458, 0.440)  0.232
C (-0.744, -2.829, 1.637)  -0.594
C (-0.461, -4.063, 2.224)  -0.573
C (0.424, -4.945, 1.618)  -0.478
C (1.041, -4.578, 0.430)  -0.639
C (0.761, -3.343, -0.148)  -0.252
C (-0.825, -1.523, -2.114)  0.097
C (-1.838, -2.458, -2.332)  -0.746
C (-2.085, -2.956, -3.606)  -0.641
C (-1.325, -2.512, -4.685)  -0.483
C (-0.325, -1.575, -4.478)  -1.071
C (-0.073, -1.084, -3.194)  0.133
H (3.005, -2.146, 1.807)  0.317
H (2.606, -3.155, 4.027)  0.353
H (1.150, -2.018, 5.672)  0.334
H (0.045, 0.119, 5.060)  0.386
H (0.465, 1.127, 2.812)  -0.129
H (2.599, -1.093, -1.820)  0.174
H (4.695, -2.063, -2.798)  0.397
H (6.828, -1.883, -1.554)  0.341
H (6.867, -0.734, 0.648)  0.360
H (4.784, 0.249, 1.569)  0.349
H (-1.452, -2.145, 2.087)  0.347
H (-0.934, -4.333, 3.163)  0.374
H (0.638, -5.907, 2.071)  0.327
H (1.740, -5.256, -0.049)  0.395
H (1.246, -3.055, -1.076)  0.178
H (-2.437, -2.781, -1.486)  0.310
H (-2.875, -3.683, -3.764)  0.350
H (-1.527, -2.885, -5.684)  0.340
H (0.256, -1.210, -5.317)  0.366
H (0.683, -0.327, -3.007)  0.350
C (-1.997, 1.767, -3.467)  -0.352
O (-0.675, 2.088, -3.780)  -0.379
C (0.074, 2.608, -2.673)  1.215
C (1.429, 2.990, -3.213)  -1.058
H (-2.616, 2.681, -3.398)  0.267
H (-2.074, 1.237, -2.511)  -0.024
H (-2.390, 1.124, -4.264)  0.288
H (1.543, 2.665, -4.261)  0.342
H (2.234, 2.528, -2.610)  0.214
H (1.604, 4.079, -3.175)  0.159
O (-0.558, 2.679, 1.003)  -0.162
C (-1.478, 3.297, 1.428)  0.037
C (-1.986, 3.136, 2.832)  -0.797
C (-3.384, 2.492, 2.819)  -0.167
C (-4.447, 3.224, 1.972)  -1.150
C (-4.327, 2.981, 0.453)  -0.236
C (-3.206, 3.772, -0.255)  -0.167
N (-2.164, 4.258, 0.670)  -0.270
H (-2.045, 4.126, 3.302)  0.425
H (-1.289, 2.528, 3.406)  0.100
H (-3.726, 2.429, 3.854)  0.393
H (-3.284, 1.471, 2.437)  0.115
H (-4.432, 4.300, 2.202)  0.359
H (-5.430, 2.861, 2.285)  0.399
H (-5.281, 3.218, -0.028)  0.500
H (-4.145, 1.920, 0.298)  0.048
H (-3.615, 4.649, -0.753)  0.515
H (-2.722, 3.154, -1.013)  -0.486
H (-2.579, 4.922, 1.308)  0.412

Results
Relative energy (zero: lowest compared OMol25 entry of this formula, charge and spin) in eV: 1.9279
Spin multiplicity: 2
Strongest force on any atom in eV/Å: 1.667
Net charge: -2
E in eV: -126330.1497



[2]
DFT (ωB97M-V/def2-TZVPD) results for C34H37F4N5S3Ti as an isolated structure.

Each line ends with the Mulliken charge.
Geometry (Å):
Ti (0.266, -0.667, 0.366)  -0.700
C (1.322, -3.862, 1.817)  -1.343
C (-0.139, -3.446, 1.792)  -0.710
N (-0.374, -1.994, 2.025)  0.968
C (-1.842, -1.760, 2.109)  -1.559
C (-2.193, -0.278, 2.091)  -0.280
C (0.263, -1.533, 3.295)  -1.498
C (1.552, -0.773, 3.055)  -0.818
N (1.373, 0.049, 1.858)  1.576
C (2.210, 1.112, 1.621)  -1.233
C (2.042, 1.777, 0.407)  1.058
F (1.038, 1.270, -0.401)  -0.439
C (2.803, 2.830, -0.032)  -0.160
F (2.543, 3.374, -1.225)  -0.335
C (3.820, 3.314, 0.761)  -0.480
C (4.026, 2.684, 1.972)  0.164
F (5.004, 3.109, 2.769)  -0.314
C (3.261, 1.612, 2.402)  0.560
F (3.568, 1.067, 3.589)  -0.333
H (1.392, -4.919, 1.558)  0.471
H (1.767, -3.745, 2.805)  0.318
H (1.914, -3.299, 1.098)  0.209
H (-0.695, -4.003, 2.553)  0.491
H (-0.584, -3.688, 0.824)  0.309
H (-2.228, -2.223, 3.022)  0.539
H (-2.300, -2.275, 1.266)  0.540
H (-2.008, 0.214, 3.044)  0.552
H (-3.248, -0.153, 1.850)  0.493
H (-1.649, 0.333, 1.353)  -0.042
H (0.421, -2.383, 3.962)  0.299
H (-0.433, -0.863, 3.793)  0.456
H (2.401, -1.452, 2.932)  0.473
H (1.745, -0.174, 3.942)  0.542
H (4.435, 4.145, 0.448)  0.527
C (-4.160, 2.726, 0.360)  0.410
C (-3.492, 2.640, -1.005)  -1.163
S (-1.734, 2.208, -1.025)  0.299
C (-0.871, 3.774, -0.755)  -1.025
C (-0.478, 4.232, 0.667)  -1.222
S (-0.627, 3.042, 2.032)  0.214
C (-1.770, 3.898, 3.149)  -1.041
C (-3.252, 3.680, 2.873)  -0.541
S (-3.803, 4.275, 1.245)  -0.150
H (-3.838, 1.898, 0.989)  -0.712
H (-5.241, 2.652, 0.229)  0.521
H (-3.626, 3.560, -1.576)  0.549
H (-3.970, 1.847, -1.586)  0.466
H (-1.472, 4.546, -1.235)  0.599
H (0.031, 3.673, -1.356)  0.347
H (-1.070, 5.098, 0.950)  0.587
H (0.565, 4.549, 0.648)  0.565
H (-1.520, 4.959, 3.141)  0.445
H (-1.531, 3.528, 4.148)  0.452
H (-3.834, 4.205, 3.631)  0.495
H (-3.506, 2.622, 2.948)  0.161
N (0.494, -8.616, -6.171)  -0.478
C (0.468, -7.694, -5.486)  -0.169
C (0.438, -6.541, -4.629)  0.555
C (0.943, -6.627, -3.333)  -0.974
C (0.920, -5.511, -2.514)  -0.174
C (0.374, -4.313, -2.970)  0.111
C (-0.132, -4.235, -4.265)  -0.004
C (-0.094, -5.341, -5.096)  -0.955
C (0.350, -3.126, -2.074)  1.244
C (-0.909, -2.601, -1.740)  -0.302
C (-2.157, -3.124, -2.140)  -0.698
C (-3.130, -2.232, -1.722)  -1.929
C (-2.454, -1.198, -1.073)  -0.195
N (-1.124, -1.403, -1.053)  0.868
C (1.587, -2.630, -1.662)  -0.450
C (2.863, -3.002, -2.165)  -0.669
C (3.794, -2.209, -1.536)  -1.572
C (3.076, -1.369, -0.668)  -0.434
N (1.762, -1.609, -0.735)  1.175
H (1.352, -7.562, -2.977)  0.468
H (1.316, -5.569, -1.509)  0.569
H (-0.541, -3.300, -4.626)  0.555
H (-0.472, -5.282, -6.107)  0.466
H (-2.312, -4.046, -2.678)  0.705
H (-4.194, -2.303, -1.878)  0.506
H (-2.878, -0.315, -0.618)  0.546
H (3.044, -3.750, -2.919)  0.618
H (4.862, -2.209, -1.675)  0.487
H (3.473, -0.618, -0.001)  0.575

Results
Relative energy (zero: lowest compared OMol25 entry of this formula, charge and spin) in eV: 0.5222
Spin multiplicity: 2
Strongest force on any atom in eV/Å: 0.406
Net charge: +1
E in eV: -109795.3603



[3]
DFT (ωB97M-V/def2-TZVPD) results for a 10-piece molecular cluster, C34H37N3O25 overall.

Each line ends with the Mulliken charge.
Geometry (Å):
N (9.964, 0.122, -15.338)  -0.530
H (8.993, -0.155, -15.338)  0.370
H (10.541, -0.664, -15.073)  0.389
H (10.024, 0.771, -14.566)  0.391
H (10.226, 0.534, -16.222)  0.371
N (12.994, -2.778, -9.263)  -0.570
H (12.472, -1.937, -9.060)  0.383
H (12.846, -3.606, -8.703)  0.372
H (13.980, -2.566, -9.319)  0.373
H (12.805, -3.175, -10.172)  0.396
C (8.581, 4.401, -8.608)  -0.755
C (9.442, 3.707, -9.643)  0.542
O (9.436, 4.046, -10.832)  -0.717
O (10.181, 2.734, -9.306)  -0.770
H (9.175, 4.488, -7.698)  0.239
H (7.727, 3.797, -8.304)  0.195
H (8.208, 5.394, -8.860)  0.268
C (12.896, -6.595, -14.028)  -0.487
O (12.107, -5.432, -13.875)  -0.905
H (12.833, -7.217, -13.135)  0.138
H (12.712, -7.196, -14.918)  0.166
H (13.911, -6.199, -13.996)  0.141
C (18.894, -0.036, -2.798)  -0.690
N (17.888, -0.911, -3.483)  0.827
O (17.482, -0.636, -4.579)  -0.507
O (17.471, -1.900, -2.870)  -0.506
H (18.417, 0.714, -2.167)  0.282
H (19.430, 0.546, -3.548)  0.307
H (19.695, -0.601, -2.321)  0.287
C (19.948, 1.679, -12.049)  -0.610
C (21.114, 2.376, -11.885)  0.409
C (21.078, 3.840, -11.699)  0.650
O (22.142, 4.510, -11.711)  -0.606
C (19.711, 4.436, -11.568)  -0.850
C (18.555, 3.711, -11.727)  0.490
C (18.553, 2.248, -11.949)  0.661
O (17.587, 1.522, -12.061)  -0.594
O (17.346, 4.330, -11.583)  -0.521
O (22.262, 1.727, -12.178)  -0.518
H (20.027, 0.613, -12.203)  0.403
H (19.610, 5.491, -11.359)  0.410
H (16.666, 3.653, -11.615)  0.331
H (23.014, 2.305, -12.327)  0.344
C (6.779, -2.690, -3.559)  -0.785
C (5.588, -2.415, -2.945)  0.878
C (5.359, -2.814, -1.520)  0.422
O (4.307, -2.518, -0.976)  -0.535
C (6.440, -3.597, -0.864)  -0.860
C (7.612, -3.818, -1.453)  0.425
C (7.913, -3.403, -2.807)  0.725
O (9.012, -3.557, -3.348)  -0.631
O (8.591, -4.600, -0.948)  -0.531
O (4.572, -1.853, -3.602)  -0.449
H (6.925, -2.484, -4.609)  0.283
H (6.075, -4.034, 0.054)  0.411
H (9.257, -4.887, -1.577)  0.342
H (4.962, -1.557, -4.427)  0.304
C (22.816, -6.694, -11.175)  -0.694
C (23.598, -5.834, -10.399)  0.466
C (23.062, -4.877, -9.350)  0.458
O (23.645, -4.012, -8.694)  -0.583
C (21.571, -4.947, -9.419)  -0.723
C (20.800, -5.802, -10.066)  0.581
C (21.328, -6.793, -11.113)  0.619
O (20.656, -7.472, -11.904)  -0.579
O (19.476, -5.739, -9.953)  -0.507
O (24.916, -5.667, -10.807)  -0.492
H (23.375, -7.211, -11.941)  0.409
H (20.982, -4.376, -8.716)  0.372
H (19.069, -6.497, -10.379)  0.339
H (25.436, -5.308, -10.085)  0.334
C (10.065, -12.441, -5.898)  -0.760
C (10.974, -11.507, -6.185)  0.776
C (10.677, -10.145, -6.633)  0.387
O (11.501, -9.283, -6.872)  -0.567
C (9.315, -9.823, -6.605)  -0.753
C (8.382, -10.662, -6.116)  0.587
C (8.661, -12.089, -5.675)  0.451
O (7.927, -12.976, -5.202)  -0.592
O (7.162, -10.200, -5.751)  -0.515
O (12.298, -11.773, -6.116)  -0.455
H (10.389, -13.455, -5.717)  0.346
H (9.031, -8.820, -6.888)  0.430
H (6.521, -10.734, -5.277)  0.348
H (12.505, -12.616, -5.706)  0.317
C (4.301, -7.446, -12.853)  -0.823
C (4.272, -6.414, -11.960)  0.932
C (3.268, -6.149, -10.964)  0.175
O (3.092, -5.230, -10.209)  -0.521
C (2.228, -7.203, -11.027)  -0.639
C (2.117, -8.218, -11.962)  0.316
C (3.130, -8.405, -12.971)  0.864
O (3.096, -9.317, -13.866)  -0.633
O (1.057, -9.072, -11.939)  -0.531
O (5.320, -5.533, -12.019)  -0.492
H (5.054, -7.406, -13.627)  0.290
H (1.372, -7.103, -10.376)  0.405
H (1.240, -9.752, -12.592)  0.334
H (6.072, -5.857, -12.521)  0.322

Results
Relative energy (zero: lowest compared OMol25 entry of this formula, charge and spin) in eV: 13.3006
Strongest force on any atom in eV/Å: 4.890
E in eV: -91496.3210



- What is the formula in the third record?
  C34H37N3O25



- The highest E belongs to which entry?
  C34H37N3O25



- Number 2 is which compound?
  C34H37F4N5S3Ti